This record from the Open Molecules 2025 dataset describes a gas-phase ion, C13H23N2S (charge +1). The level of theory is ωB97M-V/def2-TZVPD.

Geometry as ORCA input:
```
! RIJCOSX wB97M-V def2-TZVPD def2/J DEFGRID3
* xyz 1 1
C 6.321 0.639 -1.186
S 5.313 -0.364 -0.063
C 3.659 0.038 -0.490
C 2.657 -0.597 0.246
C 1.327 -0.342 -0.011
C 0.955 0.547 -1.014
C -0.486 0.879 -1.313
N -1.411 -0.178 -0.888
C -2.815 0.059 -1.257
C -3.730 -0.730 -0.318
C -3.551 -0.262 1.127
N -2.142 -0.433 1.551
C -1.890 -1.777 2.076
C -1.705 0.588 2.506
C 1.956 1.171 -1.748
C 3.292 0.928 -1.494
H 6.126 1.695 -1.020
H 6.128 0.354 -2.216
H 7.351 0.412 -0.930
H 2.942 -1.291 1.021
H 0.581 -0.854 0.578
H -0.768 1.798 -0.784
H -0.592 1.074 -2.387
H -1.090 -1.065 -1.272
H -3.012 -0.210 -2.300
H -3.017 1.128 -1.147
H -3.520 -1.797 -0.407
H -4.767 -0.575 -0.613
H -4.217 -0.808 1.800
H -3.804 0.798 1.190
H -1.585 -0.303 0.502
H -2.203 -2.529 1.355
H -0.828 -1.906 2.276
H -2.437 -1.936 3.007
H -0.650 0.448 2.734
H -2.276 0.525 3.432
H -1.835 1.579 2.078
H 1.689 1.863 -2.533
H 4.036 1.433 -2.087
*
```

As for the HOMO-LUMO gap: 8.21 eV. The highest occupied orbital energy comes out at -10.47 eV. As for the lowest unoccupied orbital energy: -0.0832 Eh. As for the structure (SMILES): CSc1ccc(CNCCC[NH+](C)C)cc1.

***

This record from the Open Molecules 2025 dataset describes a single C13H23N3OS molecule in a non-equilibrium geometry. The level of theory is ωB97M-V/def2-TZVPD.

Geometry as ORCA input:
```
! RIJCOSX wB97M-V def2-TZVPD def2/J DEFGRID3
* xyz 0 1
C 3.254 -0.955 0.849
C 3.384 0.357 0.851
C 2.385 1.337 1.403
N 1.152 0.736 1.824
C 0.004 0.504 1.113
C -0.216 0.893 -0.302
C 0.443 -0.108 -1.260
C 0.304 0.274 -2.745
O 1.068 1.424 -3.045
C -1.144 0.451 -3.218
C -2.012 -0.791 -3.032
C -3.396 -0.596 -3.648
C -4.282 -1.838 -3.546
C -4.689 -2.170 -2.115
N -0.883 -0.098 1.841
N -0.305 -0.273 3.054
C 0.954 0.233 3.092
S 1.995 0.273 4.356
H 4.021 -1.595 0.452
H 2.385 -1.452 1.249
H 4.272 0.828 0.455
H 2.826 1.813 2.289
H 2.176 2.112 0.660
H 0.193 1.893 -0.468
H -1.294 0.914 -0.462
H 1.510 -0.168 -1.040
H 0.009 -1.095 -1.103
H 0.774 -0.525 -3.331
H 0.595 2.200 -2.724
H -1.109 0.709 -4.279
H -1.598 1.296 -2.693
H -1.523 -1.646 -3.506
H -2.118 -1.009 -1.970
H -3.278 -0.336 -4.703
H -3.896 0.242 -3.156
H -5.185 -1.668 -4.138
H -3.758 -2.691 -3.983
H -5.174 -1.315 -1.649
H -3.827 -2.447 -1.515
H -5.387 -3.004 -2.107
H -0.799 -0.713 3.812
*
```

As for the HOMO-LUMO gap: 8.52 eV. The highest occupied orbital energy comes out at -7.93 eV. As for the lowest unoccupied orbital energy: 0.0217 Eh. As for the structure (SMILES): C=CCn1c(CC[C@H](O)CCCCC)n[nH]c1=S.

***

This record from the Open Molecules 2025 dataset describes a single C13H23N5O3 molecule in a non-equilibrium geometry. The level of theory is ωB97M-V/def2-TZVPD.

Geometry as ORCA input:
```
! RIJCOSX wB97M-V def2-TZVPD def2/J DEFGRID3
* xyz 0 1
C -0.848 -0.388 -0.996
N -0.750 -1.762 -0.432
C -1.803 -2.617 -1.029
C 0.569 -2.300 -0.859
C -0.946 -1.910 1.067
C 0.110 -1.321 2.037
C -0.195 0.059 2.707
C -0.219 1.202 1.713
N -1.278 1.851 1.327
C -0.822 2.707 0.338
C 0.495 2.483 0.064
C 1.347 3.069 -1.051
C 2.535 2.141 -1.439
N 3.129 2.673 -2.689
C 2.244 0.587 -1.413
O 1.711 0.036 -2.406
O 2.587 -0.031 -0.355
N 0.896 1.597 1.026
C -2.390 -1.674 1.597
N -3.134 -0.526 1.515
O -2.963 -2.583 2.142
H -1.863 0.056 -0.884
H -0.140 0.226 -0.478
H -0.527 -0.372 -2.051
H -1.627 -2.686 -2.073
H -1.747 -3.617 -0.636
H -2.839 -2.268 -0.867
H 0.637 -3.361 -0.590
H 1.374 -1.740 -0.368
H 0.663 -2.130 -1.918
H -0.836 -2.975 1.184
H 0.214 -2.002 2.879
H 1.099 -1.306 1.566
H 0.592 0.249 3.441
H -1.158 0.042 3.253
H -1.460 3.409 -0.183
H 0.719 3.196 -1.909
H 1.671 4.069 -0.754
H 3.322 2.233 -0.686
H 3.958 2.137 -2.922
H 2.459 2.603 -3.444
H 1.760 1.048 0.994
H -3.878 -0.489 2.247
H -2.669 0.385 1.337
*
```

As for the HOMO-LUMO gap: 8.64 eV. The highest occupied orbital energy comes out at -8.23 eV. As for the lowest unoccupied orbital energy: 0.0154 Eh. As for the structure (SMILES): C[N+](C)(C)[C@@H](CCc1ncc(C[C@H](N)C(=O)[O-])[nH]1)C(N)=O.

***

This record from the Open Molecules 2025 dataset describes 3 unconnected molecules or ions with the total composition C13H23NO9PS in a non-equilibrium geometry. The level of theory is ωB97M-V/def2-TZVPD.

Geometry as ORCA input:
```
! RIJCOSX wB97M-V def2-TZVPD def2/J DEFGRID3
* xyz 1 1
C 0.040 2.047 -2.976
C 0.108 0.505 -3.538
O -0.103 0.319 -4.870
O 0.346 -0.623 -2.615
C 1.793 -0.908 -2.467
O 2.593 -0.798 -3.559
C 2.420 -1.396 -0.996
P 2.473 0.197 0.103
N 2.081 -0.104 1.821
C 0.717 -0.396 1.873
S -0.908 -0.488 2.413
H 1.142 2.478 -3.050
H -0.315 2.018 -1.848
H -0.743 2.735 -3.552
H 3.524 -1.786 -1.229
H 1.794 -2.268 -0.527
H 3.879 0.626 0.084
H 1.719 1.257 -0.516
C -0.795 -7.027 3.474
C 0.404 -6.372 2.811
O 0.372 -6.574 1.393
C -0.456 -5.751 0.702
O -1.154 -4.868 1.177
O -0.395 -6.094 -0.609
C -1.284 -5.352 -1.442
H -0.867 -8.081 3.186
H -0.721 -6.959 4.563
H -1.729 -6.549 3.161
H 1.323 -6.842 3.178
H 0.469 -5.305 3.054
H -1.153 -4.274 -1.303
H -2.317 -5.646 -1.236
H -1.055 -5.595 -2.483
C -1.051 4.917 2.553
C 0.148 5.572 1.891
O 0.115 5.370 0.473
C -0.712 6.193 -0.218
O -1.410 7.076 0.257
O -0.651 5.850 -1.529
C -1.540 6.592 -2.362
H -1.123 3.863 2.266
H -0.977 4.985 3.643
H -1.985 5.395 2.241
H 1.067 5.103 2.258
H 0.213 6.639 2.134
H -1.409 7.670 -2.223
H -2.574 6.299 -2.156
H -1.311 6.350 -3.404
*
```

As for the HOMO-LUMO gap: 7.35 eV. The highest occupied orbital energy comes out at -13.10 eV. As for the lowest unoccupied orbital energy: -0.2115 Eh.

***

This record from the Open Molecules 2025 dataset describes a molecular structure, C13H23O4PPb in a non-equilibrium geometry. The level of theory is ωB97M-V/def2-TZVPD.

Geometry as ORCA input:
```
! RIJCOSX wB97M-V def2-TZVPD def2/J DEFGRID3
* xyz 4 1
Pb 1.551 -1.187 1.234
C 2.013 -2.355 -0.454
O 2.289 -2.928 -1.452
C -0.024 -2.391 1.861
O -0.945 -3.059 2.202
C 1.428 0.175 2.806
O 1.296 0.881 3.744
C -0.802 -0.923 -1.542
P -0.162 0.176 -0.214
H -0.231 2.211 -1.330
H 0.102 -1.199 -2.121
C -1.609 0.800 0.709
H -2.313 0.875 -0.135
C -1.760 -0.175 -2.474
H -1.542 0.889 -2.592
H -2.810 -0.293 -2.144
H -1.701 -0.640 -3.486
C -1.440 -2.193 -1.013
H -2.319 -1.987 -0.386
C 1.570 2.367 -0.127
H -0.738 -2.819 -0.442
H -1.796 -2.803 -1.875
C 1.369 1.146 -2.335
H 2.614 2.057 -0.260
H 1.510 3.451 -0.394
H 1.308 2.281 0.933
C 0.645 1.572 -1.054
H 2.127 1.905 -2.595
H 0.681 1.059 -3.191
H 1.886 0.186 -2.204
C -1.424 2.170 1.346
H -0.716 2.144 2.189
H -2.402 2.499 1.757
H -1.097 2.942 0.631
C -2.194 -0.174 1.728
H -2.244 -1.205 1.382
H -3.244 0.141 1.954
H -1.653 -0.153 2.691
H 2.777 0.117 0.442
H 3.300 -0.358 0.892
O 3.727 -2.888 2.955
C 2.972 -2.312 2.364
*
```

As for the HOMO-LUMO gap: 7.19 eV. The highest occupied orbital energy comes out at -24.49 eV. As for the lowest unoccupied orbital energy: -0.6357 Eh.

***

This record from the Open Molecules 2025 dataset describes 2 unconnected molecules or ions with the total composition C13H24BBr2F3NO in a non-equilibrium geometry. The level of theory is ωB97M-V/def2-TZVPD.

Geometry as ORCA input:
```
! RIJCOSX wB97M-V def2-TZVPD def2/J DEFGRID3
* xyz 0 2
B 6.390 -2.233 -1.771
C 5.236 -1.979 -0.739
C 4.154 -0.976 -1.159
C 2.933 -1.521 -1.853
F 2.064 -0.476 -2.041
Br 3.307 -2.230 -3.620
C 2.114 -2.598 -1.055
F 0.812 -2.514 -1.433
F 2.540 -3.848 -1.321
Br 2.149 -2.332 0.859
H 6.156 -2.117 -2.928
H 7.486 -2.501 -1.396
H 5.717 -1.575 0.150
H 4.811 -2.925 -0.414
H 3.770 -0.463 -0.285
H 4.570 -0.208 -1.800
C -2.850 2.802 -0.354
C -1.671 2.221 0.441
C -0.839 1.279 -0.430
C -1.537 -0.048 -0.714
C -1.943 -0.729 0.592
C -2.796 0.160 1.497
N -2.138 1.492 1.658
O -1.250 1.484 2.586
C -4.221 0.296 0.927
C -2.930 -0.482 2.871
C -0.818 3.403 0.878
H -2.465 3.375 -1.198
H -3.522 2.056 -0.766
H -3.436 3.477 0.271
H 0.111 1.074 0.075
H -0.594 1.788 -1.364
H -2.409 0.106 -1.356
H -0.863 -0.700 -1.270
H -2.489 -1.651 0.381
H -1.035 -1.018 1.130
H -4.745 1.135 1.385
H -4.789 -0.608 1.146
H -4.249 0.417 -0.153
H -1.963 -0.694 3.321
H -3.467 -1.424 2.770
H -3.489 0.162 3.551
H -1.363 4.045 1.570
H -0.556 3.991 -0.001
H 0.104 3.087 1.361
*
```

As for the HOMO-LUMO gap (alpha / beta): 8.16 / 9.30 eV. The highest occupied orbital energy (alpha / beta) comes out at -8.08 / -9.23 eV. As for the expectation value of S²: 0.75. As for the lowest unoccupied orbital energy (alpha / beta): 0.0028 / 0.0028 Eh.